Molecular formula: C32H90N6O10
Method: DFT, ωB97M-V with the def2-TZVPD basis set

Summary:
Structure (SMILES): COC[C@H](C)N.COC[C@H](C)N.COC[C@H](C)N.COC[C@H](C)N.COC[C@H](C)N.COC[C@H](C)N.CCO.CCO.CCO.CCO
Molecular weight in g/mol: 719.10
Gap between HOMO and LUMO in eV: 9.45

Bonds (Å) are listed after each position.
Atoms and positions in Å:
1 C -30.24507 -11.60715 16.35040  C2 1.550, H7 1.090, H8 1.090, H9 1.090
2 C -28.75273 -11.43651 16.73298  C1 1.550, C3 1.568, N6 1.479, H10 1.090
3 C -28.10573 -10.31531 15.84872  C2 1.568, O4 1.383, H11 1.090, H12 1.090
4 O -27.48719 -10.78196 14.70282  C3 1.383, C5 1.440
5 C -27.03953 -9.80381 13.74531  O4 1.440, H13 1.090, H14 1.090, H15 1.090
6 N -28.70321 -10.91147 18.11434  C2 1.479, H16 1.010, H17 1.010
7 H -30.79779 -10.67179 16.43820  C1 1.090
8 H -30.67140 -12.41424 16.94619  C1 1.090
9 H -30.32375 -11.80211 15.28087  C1 1.090
10 H -28.16985 -12.35756 16.73043  C2 1.090
11 H -27.32260 -9.79790 16.40287  C3 1.090
12 H -28.83841 -9.51784 15.72499  C3 1.090
13 H -26.51719 -10.31903 12.93921  C5 1.090
14 H -26.43653 -8.97679 14.12020  C5 1.090
15 H -27.91272 -9.34732 13.27919  C5 1.090
16 H -27.73887 -11.07387 18.36686  N6 1.010
17 H -28.88617 -9.91822 18.10571  N6 1.010
18 C -30.34863 -11.03156 37.98532  C19 1.551, H24 1.090, H25 1.090, H26 1.090
19 C -31.47736 -11.99630 37.53848  C18 1.551, C20 1.513, N23 1.452, H27 1.090
20 C -31.20284 -12.75458 36.25832  C19 1.513, O21 1.463, H28 1.090, H29 1.090
21 O -31.08543 -11.77880 35.17520  C20 1.463, C22 1.377
22 C -30.55160 -12.45193 34.09916  O21 1.377, H30 1.090, H31 1.090, H32 1.090
23 N -31.81130 -12.94879 38.58214  C19 1.452, H33 1.010, H34 1.010
24 H -30.23892 -10.24554 37.23817  C18 1.090
25 H -29.42975 -11.60770 37.87665  C18 1.090
26 H -30.49799 -10.52198 38.93722  C18 1.090
27 H -32.36463 -11.39731 37.33338  C19 1.090
28 H -32.02783 -13.44244 36.07304  C20 1.090
29 H -30.33016 -13.40421 36.32544  C20 1.090
30 H -31.18033 -13.28116 33.77486  C22 1.090
31 H -29.53471 -12.76325 34.33812  C22 1.090
32 H -30.48990 -11.73420 33.28113  C22 1.090
33 H -32.09312 -12.55716 39.46944  N23 1.010
34 H -31.07354 -13.59372 38.82681  N23 1.010
35 C -23.65153 -16.05144 26.53302  C36 1.500, H41 1.090, H42 1.090, H43 1.090
36 C -23.07736 -14.81009 25.91737  C35 1.500, C37 1.523, N40 1.413, H44 1.090
37 C -22.27462 -14.02533 26.94666  C36 1.523, O38 1.426, H45 1.090, H46 1.090
38 O -23.00393 -13.66715 28.11801  C37 1.426, C39 1.446
39 C -22.15592 -13.11621 29.15153  O38 1.446, H47 1.090, H48 1.090, H49 1.090
40 N -22.22823 -15.05386 24.81425  C36 1.413, H50 1.010, H51 1.010
41 H -24.32451 -16.46767 25.78340  C35 1.090
42 H -24.32302 -15.91544 27.38078  C35 1.090
43 H -22.86720 -16.78156 26.73270  C35 1.090
44 H -23.95467 -14.18880 25.73730  C36 1.090
45 H -21.86520 -13.09423 26.55482  C37 1.090
46 H -21.44814 -14.69027 27.19740  C37 1.090
47 H -21.28222 -13.74191 29.33384  C39 1.090
48 H -22.67555 -13.27975 30.09564  C39 1.090
49 H -21.82831 -12.08939 28.98899  C39 1.090
50 H -22.42304 -15.91674 24.32683  N40 1.010
51 H -21.35775 -15.39019 25.20056  N40 1.010
52 C -24.67414 -8.79114 34.95116  C53 1.577, H58 1.090, H59 1.090, H60 1.090
53 C -23.65248 -8.57942 36.13349  C52 1.577, C54 1.529, N57 1.429, H61 1.090
54 C -22.58466 -9.66493 36.26811  C53 1.529, O55 1.417, H62 1.090, H63 1.090
55 O -23.25136 -10.89829 36.47295  C54 1.417, C56 1.467
56 C -22.28531 -12.00056 36.52399  O55 1.467, H64 1.090, H65 1.090, H66 1.090
57 N -23.02480 -7.31216 35.92499  C53 1.429, H67 1.010, H68 1.010
58 H -25.30887 -7.93485 34.72318  C52 1.090
59 H -25.41371 -9.57070 35.13396  C52 1.090
60 H -24.12101 -8.95192 34.02579  C52 1.090
61 H -24.21172 -8.63854 37.06722  C53 1.090
62 H -22.03136 -9.38022 37.16304  C54 1.090
63 H -21.93078 -9.75803 35.40100  C54 1.090
64 H -21.74781 -12.39582 35.66203  C56 1.090
65 H -22.80404 -12.78644 37.07300  C56 1.090
66 H -21.53223 -11.76249 37.27519  C56 1.090
67 H -23.77912 -6.64803 36.02517  N57 1.010
68 H -22.32442 -7.06347 36.60888  N57 1.010
69 C -35.16236 -3.08971 25.49341  C70 1.526, H75 1.090, H76 1.090, H77 1.090
70 C -35.15952 -2.83018 23.98987  C69 1.526, C71 1.524, N74 1.520, H78 1.090
71 C -35.74289 -3.98328 23.18168  C70 1.524, O72 1.468, H79 1.090, H80 1.090
72 O -34.78092 -5.07952 23.34833  C71 1.468, C73 1.417
73 C -34.97449 -6.25297 22.57783  O72 1.417, H81 1.090, H82 1.090, H83 1.090
74 N -35.85889 -1.50219 23.75200  C70 1.520, H84 1.010, H85 1.010
75 H -36.13625 -3.28684 25.94149  C69 1.090
76 H -34.81538 -2.21238 26.03930  C69 1.090
77 H -34.55600 -3.94948 25.77839  C69 1.090
78 H -34.14246 -2.77399 23.60190  C70 1.090
79 H -35.85325 -3.86813 22.10342  C71 1.090
80 H -36.72147 -4.31236 23.53125  C71 1.090
81 H -34.98083 -6.19393 21.48945  C73 1.090
82 H -35.82968 -6.86406 22.86649  C73 1.090
83 H -34.09938 -6.81430 22.90523  C73 1.090
84 H -35.68556 -1.10895 22.83798  N74 1.010
85 H -36.81350 -1.81786 23.65622  N74 1.010
86 C -30.46668 -4.01738 18.23474  C87 1.526, H92 1.090, H93 1.090, H94 1.090
87 C -29.09089 -4.01046 18.89547  C86 1.526, C88 1.531, N91 1.424, H95 1.090
88 C -28.77868 -2.59420 19.38478  C87 1.531, O89 1.461, H96 1.090, H97 1.090
89 O -27.62232 -2.65768 20.27625  C88 1.461, C90 1.415
90 C -26.38506 -2.69646 19.59057  O89 1.415, H98 1.090, H99 1.090, H100 1.090
91 N -29.06208 -4.92000 19.99014  C87 1.424, H101 1.010, H102 1.010
92 H -30.70222 -5.05560 18.00083  C86 1.090
93 H -30.49977 -3.56887 17.24184  C86 1.090
94 H -31.29721 -3.57983 18.78871  C86 1.090
95 H -28.36185 -4.34514 18.15751  C87 1.090
96 H -29.64730 -2.18522 19.90084  C88 1.090
97 H -28.51880 -1.89062 18.59387  C88 1.090
98 H -26.32734 -1.83460 18.92577  C90 1.090
99 H -26.29678 -3.58239 18.96173  C90 1.090
100 H -25.56496 -2.70536 20.30852  C90 1.090
101 H -29.69599 -4.42486 20.60095  N91 1.010
102 H -28.14759 -4.81210 20.40508  N91 1.010
103 C -38.10528 -9.90082 27.00838  C104 1.540, H106 1.090, H107 1.090, H108 1.090
104 C -37.11996 -9.00028 27.77628  C103 1.540, O105 1.439, H109 1.090, H110 1.090
105 O -37.06566 -9.54274 29.10818  C104 1.439, H111 0.960
106 H -37.73440 -10.91685 26.87333  C103 1.090
107 H -38.37285 -9.52657 26.02023  C103 1.090
108 H -39.01137 -9.96601 27.61074  C103 1.090
109 H -37.45577 -7.96452 27.82666  C104 1.090
110 H -36.12826 -8.97591 27.32458  C104 1.090
111 H -36.35104 -9.08700 29.55897  O105 0.960
112 C -32.25292 -16.50277 24.65369  C113 1.529, H115 1.090, H116 1.090, H117 1.090
113 C -32.19534 -15.64298 23.39055  C112 1.529, O114 1.410, H118 1.090, H119 1.090
114 O -30.87573 -15.44149 22.93608  C113 1.410, H120 0.960
115 H -33.24800 -16.33325 25.06500  C112 1.090
116 H -31.41358 -16.33325 25.32813  C112 1.090
117 H -32.22886 -17.55034 24.35351  C112 1.090
118 H -32.65089 -14.65973 23.50800  C113 1.090
119 H -32.73018 -16.05449 22.53456  C113 1.090
120 H -30.81401 -14.56562 22.54796  O114 0.960
121 C -28.00335 -9.17901 26.47660  C122 1.524, H124 1.090, H125 1.090, H126 1.090
122 C -29.42639 -9.08595 25.93798  C121 1.524, O123 1.397, H127 1.090, H128 1.090
123 O -29.68300 -7.71424 25.88237  C122 1.397, H129 0.960
124 H -27.75465 -10.22862 26.63336  C121 1.090
125 H -27.82810 -8.62117 27.39649  C121 1.090
126 H -27.32456 -8.81607 25.70483  C121 1.090
127 H -30.09622 -9.61850 26.61313  C122 1.090
128 H -29.51935 -9.50567 24.93633  C122 1.090
129 H -30.45320 -7.67665 25.31054  O123 0.960
130 C -21.41372 -8.82140 21.71250  C131 1.520, H133 1.090, H134 1.090, H135 1.090
131 C -21.69705 -9.77371 20.56219  C130 1.520, O132 1.420, H136 1.090, H137 1.090
132 O -22.87071 -10.48659 20.92564  C131 1.420, H138 0.960
133 H -22.06658 -7.94887 21.73631  C130 1.090
134 H -20.42721 -8.37505 21.58733  C130 1.090
135 H -21.51187 -9.30243 22.68568  C130 1.090
136 H -20.96081 -10.56063 20.39849  C131 1.090
137 H -21.88029 -9.31085 19.59250  C131 1.090
138 H -22.45371 -11.21076 21.39818  O132 0.960